# 1
{
  "formula": "C14H19N4O4PPtS3",
  "method": "the ωB97M-V functional and the def2-TZVPD basis",
  "symbols": ["Pt", "C", "C", "O", "P", "S", "S", "O", "C", "C", "H", "H", "H", "H", "H", "H", "H", "H", "H", "H", "N", "C", "C", "C", "C", "C", "C", "S", "O", "O", "N", "C", "N", "C", "C", "C", "N", "H", "H", "H", "H", "H", "H", "H", "H", "H"],
  "coordinates": [[-1.16, 0.53, 0.39], [0.10, -5.04, 3.46], [-0.16, -4.14, 2.28], [-0.42, -2.82, 2.77], [-1.33, -1.83, 1.87], [-1.40, -0.12, 2.86], [-0.76, -1.83, -0.03], [-2.77, -2.55, 1.87], [-3.51, -2.67, 3.09], [-4.41, -3.87, 2.97], [0.33, -6.05, 3.13], [-0.78, -5.08, 4.11], [0.94, -4.67, 4.05], [-1.00, -4.50, 1.69], [0.71, -4.09, 1.62], [-4.07, -1.75, 3.23], [-2.82, -2.77, 3.93], [-5.08, -3.76, 2.12], [-5.02, -3.98, 3.87], [-3.83, -4.78, 2.83], [5.59, 2.17, -3.19], [4.21, 1.92, -3.18], [3.72, 0.71, -2.68], [2.36, 0.48, -2.64], [1.47, 1.45, -3.10], [1.95, 2.65, -3.59], [3.32, 2.88, -3.63], [-0.27, 1.15, -3.02], [-0.88, 2.04, -3.97], [-0.46, -0.27, -3.15], [-0.66, 1.50, -1.51], [-0.69, 2.77, -0.97], [-1.18, 2.58, 0.32], [-1.26, 3.72, 1.14], [-0.86, 4.91, 0.62], [-0.38, 4.99, -0.70], [-0.28, 3.87, -1.51], [6.17, 1.34, -3.21], [5.89, 2.84, -3.88], [4.41, -0.04, -2.32], [1.97, -0.45, -2.25], [1.24, 3.40, -3.92], [3.70, 3.83, -4.01], [-1.65, 3.58, 2.14], [-0.93, 5.81, 1.22], [-0.05, 5.93, -1.12]],
  "lowdin_spin": [1.31, 0.00, 0.00, 0.01, 0.01, 0.13, 0.12, 0.00, 0.00, 0.00, 0.00, 0.00, 0.00, 0.00, 0.00, 0.00, 0.00, 0.00, 0.00, 0.00, 0.00, 0.00, 0.00, 0.00, 0.00, 0.00, 0.00, 0.02, 0.02, 0.00, 0.17, 0.07, 0.32, 0.26, 0.06, 0.33, 0.11, 0.00, 0.00, 0.00, 0.00, 0.00, 0.00, 0.02, 0.00, 0.02],
  "max_force_ev_per_a": 0.59,
  "multiplicity": 4,
  "s2": 3.77,
  "mol_weight_da": 629.583,
  "total_charge": -1,
  "e_tot_ha": -2720.18308,
  "gap_ev": [4.4, 6.1],
  "homo_energy_ev": [-1.89, -4.92]
}

***

# 2
{
  "formula": "C14H19NO3",
  "method": "the ωB97M-V functional and the def2-TZVPD basis",
  "symbols": ["C", "O", "C", "C", "C", "C", "C", "C", "C", "C", "H", "H", "H", "H", "H", "H", "H", "H", "H", "H", "H", "O", "C", "C", "C", "C", "C", "N", "O", "H", "H", "H", "H", "H", "H", "H", "H"],
  "coordinates": [[-0.13, -3.46, -0.51], [0.23, -2.06, -0.65], [-0.74, -1.15, -0.81], [-0.29, 0.19, -1.27], [-1.28, 0.98, -1.86], [-0.92, 2.08, -2.63], [0.42, 2.45, -2.76], [0.75, 3.59, -3.67], [1.39, 1.73, -2.05], [1.05, 0.60, -1.31], [0.76, -3.98, -0.16], [-0.93, -3.56, 0.23], [-0.43, -3.88, -1.48], [-1.61, -1.55, -1.34], [-2.33, 0.70, -1.74], [-1.69, 2.66, -3.15], [1.82, 3.76, -3.71], [0.38, 3.41, -4.69], [0.24, 4.49, -3.31], [2.44, 2.03, -2.12], [1.82, 0.04, -0.78], [-1.84, -0.82, 0.62], [-1.54, 0.31, 1.22], [-0.18, 0.28, 1.96], [-0.29, 0.11, 3.47], [0.30, -1.27, 3.78], [0.87, -1.81, 2.46], [0.53, -0.82, 1.49], [-2.18, 1.35, 1.30], [0.32, 1.23, 1.71], [0.35, 0.87, 3.91], [-1.32, 0.22, 3.84], [1.12, -1.16, 4.51], [-0.46, -1.95, 4.18], [1.96, -1.95, 2.53], [0.41, -2.78, 2.23], [0.96, -0.88, 0.59]],
  "mulliken_charge": [-0.84, -0.27, -0.66, 0.94, -0.40, -0.76, 1.15, -1.44, -0.91, -0.38, 0.30, 0.38, 0.30, 0.41, 0.42, 0.37, 0.35, 0.34, 0.33, 0.29, 0.37, -0.49, 0.36, 0.16, -0.72, -0.55, -0.65, 0.32, -0.65, 0.22, 0.29, 0.34, 0.25, 0.29, 0.36, 0.20, 0.00],
  "max_force_ev_per_a": 2.51,
  "mol_weight_da": 249.310,
  "total_charge": 0,
  "e_tot_ha": -825.26348,
  "gap_ev": 7.8,
  "homo_energy_ev": -7.50
}

***

What did the first record say?
{
  "formula": "C14H19N4O4PPtS3",
  "method": "the ωB97M-V functional and the def2-TZVPD basis",
  "symbols": ["Pt", "C", "C", "O", "P", "S", "S", "O", "C", "C", "H", "H", "H", "H", "H", "H", "H", "H", "H", "H", "N", "C", "C", "C", "C", "C", "C", "S", "O", "O", "N", "C", "N", "C", "C", "C", "N", "H", "H", "H", "H", "H", "H", "H", "H", "H"],
  "coordinates": [[-1.16, 0.53, 0.39], [0.10, -5.04, 3.46], [-0.16, -4.14, 2.28], [-0.42, -2.82, 2.77], [-1.33, -1.83, 1.87], [-1.40, -0.12, 2.86], [-0.76, -1.83, -0.03], [-2.77, -2.55, 1.87], [-3.51, -2.67, 3.09], [-4.41, -3.87, 2.97], [0.33, -6.05, 3.13], [-0.78, -5.08, 4.11], [0.94, -4.67, 4.05], [-1.00, -4.50, 1.69], [0.71, -4.09, 1.62], [-4.07, -1.75, 3.23], [-2.82, -2.77, 3.93], [-5.08, -3.76, 2.12], [-5.02, -3.98, 3.87], [-3.83, -4.78, 2.83], [5.59, 2.17, -3.19], [4.21, 1.92, -3.18], [3.72, 0.71, -2.68], [2.36, 0.48, -2.64], [1.47, 1.45, -3.10], [1.95, 2.65, -3.59], [3.32, 2.88, -3.63], [-0.27, 1.15, -3.02], [-0.88, 2.04, -3.97], [-0.46, -0.27, -3.15], [-0.66, 1.50, -1.51], [-0.69, 2.77, -0.97], [-1.18, 2.58, 0.32], [-1.26, 3.72, 1.14], [-0.86, 4.91, 0.62], [-0.38, 4.99, -0.70], [-0.28, 3.87, -1.51], [6.17, 1.34, -3.21], [5.89, 2.84, -3.88], [4.41, -0.04, -2.32], [1.97, -0.45, -2.25], [1.24, 3.40, -3.92], [3.70, 3.83, -4.01], [-1.65, 3.58, 2.14], [-0.93, 5.81, 1.22], [-0.05, 5.93, -1.12]],
  "lowdin_spin": [1.31, 0.00, 0.00, 0.01, 0.01, 0.13, 0.12, 0.00, 0.00, 0.00, 0.00, 0.00, 0.00, 0.00, 0.00, 0.00, 0.00, 0.00, 0.00, 0.00, 0.00, 0.00, 0.00, 0.00, 0.00, 0.00, 0.00, 0.02, 0.02, 0.00, 0.17, 0.07, 0.32, 0.26, 0.06, 0.33, 0.11, 0.00, 0.00, 0.00, 0.00, 0.00, 0.00, 0.02, 0.00, 0.02],
  "max_force_ev_per_a": 0.59,
  "multiplicity": 4,
  "s2": 3.77,
  "mol_weight_da": 629.583,
  "total_charge": -1,
  "e_tot_ha": -2720.18308,
  "gap_ev": [4.4, 6.1],
  "homo_energy_ev": [-1.89, -4.92]
}